Entry 1:
Entry from the Open Molecules 2025 dataset: a structure of composition C30H28N3OPPtSSbSe4 in a non-equilibrium geometry (the ωB97M-V functional and the def2-TZVPD basis).

For the orbital gap (spin up / spin down), the calculation gives 5.85 / 5.79 eV. The calculation puts the lowest unoccupied orbital energy (spin up / spin down) at 1.9 / 1.9 eV. The relative energy (zero: lowest compared OMol25 entry of this formula, charge and spin) is 111.6 kJ/mol. The charge is -1. As for the highest occupied orbital energy (spin up / spin down): -3.9 / -3.9 eV. The expectation value of S² is 2.010. As for the spin multiplicity: 3.

CARTESIAN COORDINATES (ANGSTROEM)
Pt (0.057, 0.363, -0.162)
C (-1.421, -3.464, -4.243)
H (4.445, 3.102, 0.191)
O (-2.180, -0.437, -0.098)
C (0.375, -2.470, 5.288)
P (-2.894, -1.168, -1.182)
C (4.083, 2.116, -0.066)
H (-0.107, -0.749, -1.809)
C (-4.820, -0.507, -3.131)
C (-5.686, 1.725, -3.350)
C (-3.876, -2.546, -0.524)
S (0.485, -2.384, 0.550)
H (-3.433, 1.575, -0.831)
Sb (-0.922, 3.467, 0.195)
H (1.181, 1.037, 6.679)
C (-3.206, -3.707, -0.142)
H (0.475, -3.134, 7.318)
C (-1.797, -1.941, -2.414)
C (0.577, -2.289, 6.649)
N (1.499, -3.467, 2.721)
C (-0.477, -1.523, -2.513)
H (-6.334, 2.428, -3.859)
C (0.776, -0.121, 4.932)
C (-4.024, -0.080, -2.068)
H (-5.756, -1.517, -0.583)
C (3.030, -0.306, -0.701)
C (-2.263, -2.927, -3.282)
H (-1.789, -4.225, -4.919)
C (4.387, -0.107, -0.864)
C (-5.929, -3.455, 0.334)
C (0.964, 0.049, 6.292)
H (0.089, -3.440, 4.905)
H (0.551, -3.451, -5.090)
C (-4.063, 1.245, -1.649)
H (-6.991, -3.360, 0.525)
Se (-0.491, 1.636, 1.969)
H (-0.143, -0.707, 2.558)
H (-6.271, 0.070, -4.594)
C (2.734, 1.836, 0.076)
C (0.493, -1.386, 4.420)
N (2.217, 0.644, -0.228)
C (0.772, -2.443, 2.204)
H (-4.887, 3.182, -1.973)
H (1.029, -0.899, 8.219)
N (0.290, -1.508, 3.026)
H (-3.375, -5.637, 0.772)
H (-4.789, -1.538, -3.460)
C (0.878, -1.035, 7.156)
H (-3.278, -3.297, -3.190)
Se (-0.469, 2.095, -1.947)
Se (-3.230, 4.224, 0.256)
H (1.939, -3.353, 3.622)
C (-5.240, -2.423, -0.286)
H (5.991, 1.311, -0.653)
H (2.573, -1.256, -0.942)
H (-2.140, -3.789, -0.314)
C (0.372, -2.061, -3.466)
C (4.931, 1.129, -0.537)
C (-5.260, -4.609, 0.715)
H (2.057, 2.604, 0.439)
C (-3.897, -4.736, 0.477)
C (-0.105, -3.029, -4.338)
H (1.399, -1.725, -3.530)
C (-5.653, 0.398, -3.767)
H (0.832, 0.723, 4.253)
H (-5.800, -5.410, 1.205)
C (-4.891, 2.150, -2.297)
H (5.006, -0.911, -1.240)
Se (0.879, 5.074, 0.550)
H (1.971, -4.032, 2.039)

---

Entry 2:
Entry from the Open Molecules 2025 dataset: a structure of composition C30H28N8O2RuSbSe (the ωB97M-V functional and the def2-TZVPD basis).

For the orbital gap (spin up / spin down), the calculation gives 8.09 / 6.40 eV. The calculation puts the lowest unoccupied orbital energy (spin up / spin down) at -6.3 / -8.0 eV. The charge is +2. As for the highest occupied orbital energy (spin up / spin down): -14.4 / -14.4 eV. The expectation value of S² is 8.760. As for the spin multiplicity: 6.

CARTESIAN COORDINATES (ANGSTROEM)
C (-1.658, -5.354, 1.702)
C (-0.663, 2.867, 2.531)
H (3.162, 5.187, 1.326)
H (1.436, 4.484, 2.971)
H (-4.350, 0.450, -0.116)
Sb (1.176, 2.504, -2.620)
H (-2.329, -2.070, 0.961)
C (-1.780, -2.996, 1.056)
H (-1.170, 0.245, 4.769)
H (-3.853, 3.646, -3.531)
N (0.387, -0.468, -2.457)
H (0.865, -2.203, 3.402)
C (0.955, -1.112, 3.357)
H (-2.417, -0.307, 3.622)
C (2.407, 4.459, 1.061)
N (5.272, 2.036, 2.515)
H (-2.185, -6.207, 2.106)
C (0.210, -1.682, -2.997)
H (3.018, 4.294, -1.001)
C (-2.796, 1.360, -1.281)
O (2.087, 0.134, -0.248)
Se (1.973, -2.701, -0.156)
H (-3.404, -4.076, 1.860)
C (0.498, 3.115, 1.619)
H (-1.391, 3.824, -3.840)
H (1.248, -0.784, 4.355)
H (-0.346, 2.804, 3.571)
C (1.312, 0.369, -2.957)
Ru (-0.003, 0.251, -0.256)
H (1.708, -0.832, 2.627)
C (-0.409, -3.065, 0.659)
H (-0.712, -3.527, -2.378)
O (-0.637, -0.176, 1.853)
C (3.858, 1.107, 0.563)
C (-0.982, -2.493, -2.595)
C (-0.381, -0.568, 2.996)
H (-4.741, 2.030, -1.865)
C (-0.361, -5.466, 1.341)
C (2.195, -0.030, -3.940)
C (0.303, -4.314, 0.805)
C (-0.968, 2.342, -2.355)
C (-1.805, 3.133, -3.118)
H (2.942, 0.654, -4.321)
C (-2.365, -4.113, 1.557)
H (-3.111, -0.664, -0.681)
C (-3.180, 3.033, -2.946)
N (2.742, 0.539, 0.849)
H (-1.339, 3.722, 2.453)
C (2.099, -1.329, -4.432)
N (1.564, -4.305, 0.418)
H (-1.492, -2.067, -1.735)
H (-1.223, 1.983, 2.252)
H (-2.768, 0.448, 0.666)
H (0.928, -3.129, -4.400)
H (-1.459, -1.471, 4.591)
C (1.077, -2.142, -3.985)
H (2.791, -1.681, -5.186)
C (2.340, 3.945, -0.232)
N (0.310, -2.073, 0.150)
C (-3.282, 0.345, -0.294)
N (0.530, 2.527, 0.413)
C (4.661, 1.617, 1.639)
C (-1.439, -0.528, 4.042)
N (-1.468, 1.476, -1.450)
C (4.258, 1.307, -0.808)
C (-3.676, 2.137, -2.020)
N (4.457, 1.429, -1.932)
C (1.463, 4.056, 1.979)
H (-1.686, -2.509, -3.430)
C (1.402, 2.971, -0.513)
H (0.194, -6.389, 1.437)

---

Entry 3:
Entry from the Open Molecules 2025 dataset: a cluster of 4 separate species, C30H28O9 in total (the ωB97M-V functional and the def2-TZVPD basis).

For the orbital gap, the calculation gives 7.93 eV. As for the structure (SMILES): CC(C)[C@H](C)COC1=CC(=O)C=CC1=O.O=C1C=CC(=O)C=C1.O=C1C=CC(=O)C=C1.O=C1C=CC(=O)C=C1. The calculation puts the lowest unoccupied orbital energy at -1.7 eV. As for the highest occupied orbital energy: -9.7 eV.

CARTESIAN COORDINATES (ANGSTROEM)
H (4.618, -2.479, -2.867)
O (0.568, -2.192, -1.069)
C (0.830, 0.022, 8.148)
H (-2.865, -3.741, -3.431)
C (0.555, 3.595, 4.571)
C (-2.345, -2.319, -5.011)
C (-3.275, -3.218, -4.286)
O (2.664, -0.774, -2.433)
C (-1.016, 0.779, 6.719)
H (0.471, 1.441, -3.601)
H (-2.098, -0.778, 5.626)
C (0.097, 1.024, 7.670)
C (-0.236, 3.076, 3.637)
C (0.708, 0.800, -2.744)
C (1.102, 4.968, 4.446)
H (0.835, 3.051, 5.463)
O (-6.220, -2.758, -6.208)
H (-0.336, 5.767, 1.403)
C (-0.625, 0.182, -2.295)
H (0.271, 2.057, 7.949)
O (-1.192, -2.187, -4.654)
H (1.147, 6.741, 3.160)
C (0.502, 3.029, -1.573)
C (3.624, -4.340, -2.289)
H (1.846, 1.971, 0.358)
H (-0.657, -0.059, -1.237)
C (-0.604, 3.850, 2.426)
O (1.231, -2.297, 8.184)
H (2.335, 2.028, -2.102)
H (0.731, 0.642, 0.088)
C (1.370, -2.771, -1.759)
C (1.698, -0.205, -3.345)
C (1.217, -4.219, -2.054)
C (2.606, -2.114, -2.297)
C (-4.137, -1.726, -6.575)
H (-0.650, 2.079, 3.713)
H (2.294, 0.336, -4.085)
H (-2.176, -0.930, -6.694)
H (-0.826, -0.717, -2.876)
H (2.217, -6.043, -2.466)
H (-4.546, -1.200, -7.428)
C (1.603, 1.149, -0.323)
C (-5.070, -2.628, -5.852)
C (2.282, -4.976, -2.301)
H (-5.236, -4.013, -4.163)
H (0.214, -4.625, -1.997)
O (-1.679, 1.695, 6.280)
O (-1.318, 3.377, 1.569)
C (0.735, 5.742, 3.232)
H (1.179, -1.004, -3.879)
H (-0.725, -2.660, 6.522)
H (1.646, 0.176, 8.843)
C (-0.550, -1.628, 6.798)
C (-2.874, -1.582, -6.184)
C (0.564, -1.384, 7.749)
H (-0.238, 3.111, -2.369)
C (1.352, 1.741, -1.713)
C (-0.055, 5.224, 2.297)
H (-0.017, 3.042, -0.614)
O (4.627, -4.979, -2.080)
C (-1.282, -0.625, 6.321)
H (-1.433, 0.893, -2.486)
C (3.672, -2.884, -2.533)
H (1.133, 3.918, -1.622)
H (2.454, 0.470, -0.305)
O (1.820, 5.440, 5.300)
C (-4.538, -3.363, -4.676)

---

Entry 4:
Entry from the Open Molecules 2025 dataset: a structure of composition C30H29Br2Cl2FN8O5Tl (the ωB97M-V functional and the def2-TZVPD basis).

For the orbital gap, the calculation gives 7.91 eV. The calculation puts the lowest unoccupied orbital energy at -2.9 eV. The charge is +1. As for the highest occupied orbital energy: -10.8 eV.

CARTESIAN COORDINATES (ANGSTROEM)
C (4.554, 1.146, -5.492)
C (2.571, 0.035, -2.436)
H (-3.229, -3.857, 0.810)
H (-2.746, 2.284, 1.153)
H (-2.528, -3.154, -2.379)
N (-2.625, -3.529, -1.452)
C (4.095, 2.590, -5.362)
N (-1.189, 1.543, 2.255)
C (-0.864, 2.355, 4.459)
C (-3.380, -4.680, 2.958)
H (5.721, -1.051, -4.392)
C (2.968, 0.763, -3.572)
C (-1.980, -2.903, -0.438)
C (0.792, 0.791, 3.358)
C (2.070, -0.737, 2.188)
H (-3.603, 3.732, 3.017)
N (-2.371, -3.335, 0.811)
C (-3.958, -0.328, 1.240)
H (5.637, 1.090, -5.604)
C (4.119, 0.365, -4.283)
C (1.091, 2.144, -3.311)
C (2.941, 0.177, 4.189)
C (-2.260, 2.314, 2.120)
N (-2.655, -3.423, 3.098)
O (-3.138, -0.359, 0.261)
O (-1.127, 1.501, -0.548)
O (1.131, -0.235, -0.608)
H (2.981, -1.653, -1.175)
C (4.414, -1.451, -2.746)
C (2.585, 2.644, -5.180)
H (2.382, 4.529, -4.128)
H (-2.829, -5.369, 2.318)
Cl (-6.576, 0.183, 1.942)
H (4.365, 3.154, -6.253)
H (0.479, 2.962, -3.660)
H (-3.464, -5.144, 3.936)
H (-1.804, -2.878, 4.967)
C (-2.718, -2.737, 4.382)
H (2.109, 2.164, -6.042)
Tl (-0.822, -0.198, 0.680)
C (4.832, -0.733, -3.862)
H (-4.391, -4.532, 2.565)
H (-1.077, -1.570, 3.152)
H (1.035, 4.191, -5.230)
C (-2.027, 3.103, 4.340)
C (-2.721, 3.122, 3.144)
H (-0.303, 2.381, 5.381)
H (-2.907, -1.675, 4.226)
C (1.389, 0.410, -1.659)
H (4.114, 0.701, -6.389)
H (-0.812, -1.896, -1.593)
H (2.594, 4.665, -5.877)
C (-5.440, -0.467, 0.768)
H (2.122, -1.382, 1.321)
C (3.307, -1.087, -2.034)
H (4.580, 3.061, -4.503)
H (-3.551, -3.142, 4.951)
N (-1.211, -1.840, 2.188)
C (1.772, 0.908, 4.334)
Br (4.315, 0.342, 5.466)
H (-3.469, -4.047, -1.280)
C (2.110, 4.091, -5.089)
H (-5.582, 0.033, -0.183)
F (5.127, -2.520, -2.365)
N (-1.012, -2.069, -0.615)
C (3.105, -0.666, 3.102)
C (-0.649, 2.045, -1.616)
C (0.639, 1.491, -2.192)
O (-1.169, 2.995, -2.176)
C (-0.468, 1.584, 3.377)
O (-3.724, -0.192, 2.435)
H (1.652, 1.567, 5.181)
N (2.209, 1.853, -3.979)
Cl (-5.799, -2.193, 0.482)
H (4.008, -1.244, 2.969)
N (0.959, -0.019, 2.309)
Br (-2.642, 4.103, 5.812)
C (-2.053, -2.816, 2.058)

---

Entry 5:
Entry from the Open Molecules 2025 dataset: a structure of composition C30H29BrF4N7OPS3Sr in a non-equilibrium geometry (the ωB97M-V functional and the def2-TZVPD basis).

For the orbital gap, the calculation gives 4.78 eV. The calculation puts the lowest unoccupied orbital energy at 3.5 eV. The relative energy (zero: lowest compared OMol25 entry of this formula, charge and spin) is 231.2 kJ/mol. The charge is -2. As for the highest occupied orbital energy: -1.3 eV.

CARTESIAN COORDINATES (ANGSTROEM)
N (-4.208, -4.003, -3.062)
H (1.290, -3.553, 2.671)
P (0.081, 1.208, 0.464)
C (0.264, -4.674, -0.652)
S (0.195, -3.324, 0.557)
C (2.457, -2.511, -5.712)
C (-0.239, 3.015, 0.143)
H (1.241, 2.828, -1.391)
H (0.375, -5.030, 2.271)
H (-0.364, -4.382, -1.487)
F (6.140, 1.590, 0.805)
C (-3.268, 1.199, 1.593)
H (1.295, -4.776, -0.984)
C (-0.244, 1.768, 3.281)
S (1.023, -0.564, -4.484)
H (0.901, 5.081, -2.313)
H (-1.740, -0.457, -3.794)
S (2.476, -2.733, -3.035)
H (-0.419, 2.093, 5.397)
H (-3.457, -1.218, -0.852)
C (3.761, 1.765, 1.036)
N (-3.195, -3.069, -3.027)
H (-2.167, 5.774, 0.580)
N (1.736, -1.734, -8.044)
N (-1.414, -2.118, -2.501)
Br (3.746, 0.029, 0.159)
H (-4.228, 0.935, 2.051)
C (3.345, -3.605, -5.751)
O (1.233, -2.363, 0.122)
C (0.718, -0.323, 2.637)
H (-3.956, 0.480, -0.964)
C (2.855, 3.580, 2.130)
H (-0.633, 2.744, 3.036)
C (-0.652, 5.589, -0.918)
N (4.076, -4.495, -5.848)
C (-2.497, -1.172, 1.691)
C (2.015, -1.965, -4.498)
H (1.951, -4.693, 1.475)
H (1.283, -1.643, 4.235)
F (6.468, 3.825, 2.321)
C (0.300, 4.746, -1.477)
C (-1.226, 3.854, 0.657)
F (4.270, 5.147, 3.256)
H (-3.415, 2.066, 0.949)
C (-2.717, 0.031, 0.759)
C (5.047, 2.238, 1.266)
N (-3.216, -1.968, -3.759)
C (2.608, 2.414, 1.418)
H (-3.832, -4.906, -3.336)
C (-1.425, 0.359, 0.008)
H (-0.785, 6.595, -1.296)
C (0.159, 0.902, 2.269)
N (-2.125, -3.192, -2.271)
H (-4.735, -0.604, 0.201)
H (-1.669, -0.974, 2.367)
F (1.824, 4.344, 2.588)
H (-1.832, 3.544, 1.497)
H (-1.601, 0.599, -1.051)
C (4.109, 4.052, 2.471)
C (0.848, -0.685, 3.966)
H (-0.114, -5.587, -0.200)
H (0.564, -0.078, 6.010)
C (-1.418, 5.126, 0.140)
H (-2.255, -2.049, 1.092)
C (2.047, -2.045, -6.974)
C (-3.784, -0.351, -0.278)
C (5.226, 3.383, 2.015)
H (-2.574, 1.454, 2.392)
C (0.491, 3.481, -0.955)
C (0.437, 0.184, 4.965)
H (-4.878, -3.681, -3.751)
Sr (0.887, -0.892, -1.528)
C (1.042, -4.263, 1.887)
C (-0.105, 1.410, 4.615)
H (1.076, -0.978, 1.857)
C (-2.083, -1.391, -3.395)
H (-3.391, -1.384, 2.288)

---

Entry 6:
Entry from the Open Molecules 2025 dataset: a structure of composition C30H29BrN11O2PW (the ωB97M-V functional and the def2-TZVPD basis).

For the orbital gap (spin up / spin down), the calculation gives 5.92 / 5.92 eV. The calculation puts the lowest unoccupied orbital energy (spin up / spin down) at -7.2 / -7.2 eV. The relative energy (zero: lowest compared OMol25 entry of this formula, charge and spin) is 3.1 kJ/mol. The charge is +2. As for the highest occupied orbital energy (spin up / spin down): -13.1 / -13.1 eV.

CARTESIAN COORDINATES (ANGSTROEM)
N (1.526, -3.880, -0.094)
C (4.490, -0.661, 2.845)
H (-3.930, 2.957, 2.749)
O (0.768, 0.234, -4.214)
H (1.889, 2.174, 0.265)
H (-2.886, -0.592, 2.613)
C (-2.022, -1.161, 2.910)
N (0.418, -1.995, -0.223)
H (-0.289, -2.256, -2.235)
O (0.110, 0.437, -1.443)
H (-2.869, 4.870, 0.533)
C (0.015, -1.913, 2.854)
Br (-1.600, 1.918, 4.176)
C (2.349, -4.978, 0.420)
H (1.105, -4.617, -2.061)
N (-0.584, -2.462, 3.928)
H (2.496, -5.695, -0.381)
H (0.515, -0.150, -3.367)
N (-2.204, -0.909, -0.191)
H (0.378, -4.275, 4.397)
C (-4.131, 3.225, -2.154)
C (2.191, -0.612, 1.832)
W (-0.521, -0.040, 0.288)
C (-3.562, 4.249, -1.405)
C (0.021, -3.378, 4.897)
H (4.102, -1.202, 3.703)
H (-4.351, 3.378, -3.202)
C (1.299, 3.547, -2.729)
N (1.466, 0.230, 1.094)
H (-1.184, 1.438, -2.626)
N (-0.842, -1.112, 2.221)
N (-3.931, -2.181, -1.299)
C (-5.007, -1.828, -1.998)
C (0.285, -2.654, -1.417)
C (-1.869, -1.999, 3.973)
C (2.620, 3.316, -4.715)
C (1.175, -2.758, 0.563)
C (2.137, 2.033, -4.902)
C (0.970, -3.828, -1.342)
H (0.841, -2.887, 5.416)
H (-3.340, 5.201, -1.870)
H (-2.554, -2.291, 4.750)
N (3.385, -0.058, 2.094)
C (-4.187, 1.834, -0.195)
C (1.226, 1.504, -4.000)
H (5.140, 0.136, 3.196)
H (0.971, 4.144, -1.887)
H (2.455, 1.424, -5.738)
C (-0.289, 1.694, -2.041)
C (-3.240, 2.613, 1.986)
C (-3.587, 2.842, 0.555)
H (1.846, -5.470, 1.248)
C (2.214, 4.074, -3.623)
H (-0.739, -3.657, 5.620)
C (3.429, 1.174, 1.492)
C (-0.938, 1.771, 1.449)
C (0.783, 2.267, -2.916)
H (-0.018, 2.252, 1.788)
C (-3.073, -1.505, -0.760)
H (5.056, -1.333, 2.204)
H (-4.455, 0.906, 0.294)
P (1.688, -2.318, 2.258)
N (-1.121, 1.732, 0.072)
H (3.327, 3.726, -5.423)
N (-5.931, -1.538, -2.618)
H (2.599, 5.074, -3.479)
N (-0.615, 2.554, -0.909)
H (4.295, 1.809, 1.555)
C (2.236, 1.347, 0.865)
C (-4.459, 2.021, -1.544)
C (-3.301, 4.065, -0.051)
H (-1.258, 3.317, -1.127)
H (3.318, -4.603, 0.741)
H (-4.952, 1.242, -2.114)
C (-2.078, 2.078, 2.351)